(1)
DFT (the ωB97M-V functional and the def2-TZVPD basis) results for one molecule with the formula C3H2OS2.

Geometry as XYZ:
```
8
C3H2OS2, DFT the ωB97M-V functional and the def2-TZVPD basis
C -0.221 -0.728 1.331
C 0.026 0.421 0.398
C 0.494 0.164 -0.943
H -0.844 -0.472 2.248
H 1.231 0.970 -1.185
O 0.198 -1.852 1.169
S -0.203 1.932 0.984
S -0.033 -0.984 -1.929
```

HOMO level in eV: -9.32
SMILES: O=CC(=S)C=S
ΔE to the lowest compared entry with this formula, charge and spin in kJ/mol: 176.7
HOMO-LUMO gap in eV: 6.95

(2)
DFT (the ωB97M-V functional and the def2-TZVPD basis) results for a 4-piece molecular cluster, C3H14O4 overall.

Geometry as XYZ:
```
21
C3H14O4, DFT the ωB97M-V functional and the def2-TZVPD basis
C -0.747 0.305 -0.461
O 0.277 1.195 -0.008
C -2.043 0.518 0.283
C -3.152 -0.442 -0.101
H -0.372 -0.717 -0.323
H -0.840 0.466 -1.539
H 0.439 0.954 0.926
H -2.408 1.544 0.142
H -1.790 0.507 1.356
H -3.300 -0.413 -1.187
H -4.097 -0.145 0.348
H -2.949 -1.496 0.114
H 3.910 -1.556 -0.058
H 2.840 -0.638 -0.680
O 2.967 -1.339 -0.013
H 1.515 0.967 -1.357
H 2.913 1.531 -1.688
O 2.353 0.757 -1.827
H 1.071 -0.990 2.612
H 1.995 -0.724 1.399
O 1.420 -0.281 2.061
```

HOMO level in eV: -10.33
SMILES: CCCO.O.O.O
ΔE to the lowest compared entry with this formula, charge and spin in kJ/mol: 0.0
HOMO-LUMO gap in eV: 11.08

(3)
DFT (the ωB97M-V functional and the def2-TZVPD basis) results for one molecule with the formula C4H8O2.

Geometry as XYZ:
```
14
C4H8O2, DFT the ωB97M-V functional and the def2-TZVPD basis
C -1.733 -0.771 -0.791
O -1.271 0.320 -0.027
C -0.220 0.157 0.979
C 0.905 0.942 0.330
C 2.107 0.173 -0.116
O 3.164 0.651 -0.453
H -1.488 -0.666 -1.862
H -2.822 -0.791 -0.693
H -1.310 -1.713 -0.430
H 0.011 -0.908 1.125
H -0.608 0.588 1.906
H 1.170 1.911 0.775
H 0.162 1.033 -0.552
H 1.934 -0.926 -0.191
```

HOMO level in eV: -9.67
SMILES: COCCC=O
ΔE to the lowest compared entry with this formula, charge and spin in kJ/mol: 261.5
HOMO-LUMO gap in eV: 10.56

(4)
DFT (the ωB97M-V functional and the def2-TZVPD basis) results for a 12-piece molecular cluster, CH22F3O14S overall.

Geometry as XYZ:
```
41
CH22F3O14S, DFT the ωB97M-V functional and the def2-TZVPD basis
C 3.479 -0.204 -14.796
F 4.505 0.440 -15.336
F 3.823 -0.769 -13.598
F 2.524 0.718 -14.566
S 2.784 -1.568 -15.958
O 3.975 -2.147 -16.588
O 2.079 -2.560 -15.131
O 1.920 -0.840 -16.938
O 6.902 -0.919 -16.333
H 6.418 -1.366 -15.638
H 6.683 -1.404 -17.128
O 0.387 1.266 -17.389
H 0.957 0.496 -17.389
H 0.592 1.716 -18.208
O -0.509 1.863 -14.699
H -0.233 1.132 -15.252
H -0.469 2.627 -15.274
O 3.494 -4.462 -13.783
H 4.245 -3.878 -13.679
H 2.888 -3.976 -14.343
O 2.694 0.200 -19.360
H 2.275 -0.247 -18.625
H 3.476 -0.322 -19.544
O 5.989 -2.840 -18.997
H 5.703 -2.036 -19.430
H 5.339 -2.986 -18.309
O 6.001 -3.040 -13.463
H 6.955 -3.108 -13.499
H 5.819 -2.668 -12.600
O 7.044 1.561 -14.751
H 6.707 1.571 -13.855
H 6.656 0.779 -15.144
O 1.682 0.459 -11.679
H 1.777 0.480 -12.631
H 2.342 1.074 -11.359
O 0.132 -4.239 -13.931
H 0.214 -5.111 -14.318
H 0.999 -3.847 -14.038
O 3.928 -4.594 -17.710
H 4.595 -5.101 -17.246
H 3.738 -3.859 -17.128
```

HOMO level in eV: -8.18
ΔE to the lowest compared entry with this formula, charge and spin in kJ/mol: 55.8
HOMO-LUMO gap in eV: 10.36
Charge: -1

(5)
DFT (the ωB97M-V functional and the def2-TZVPD basis) results for one molecule with the formula C22H23N3O4S.

Geometry as XYZ:
```
53
C22H23N3O4S, DFT the ωB97M-V functional and the def2-TZVPD basis
C 2.576 2.513 3.267
H 3.209 1.733 3.700
O 1.290 2.023 2.951
C 1.169 1.096 1.979
C -0.136 0.813 1.564
C -0.375 -0.104 0.563
C 0.689 -0.760 -0.027
C 1.983 -0.505 0.383
C 2.233 0.421 1.380
H 3.251 0.613 1.679
H 2.791 -1.040 -0.090
S 0.517 -1.977 -1.334
O 1.092 -1.404 -2.532
O 1.085 -3.205 -0.861
N -1.083 -2.229 -1.636
C -1.777 -1.407 -2.603
H -1.280 -1.514 -3.574
H -2.807 -1.759 -2.685
C -1.803 0.078 -2.212
O -2.763 0.605 -1.686
N -0.666 0.714 -2.535
H 0.117 0.143 -2.841
C -0.396 2.090 -2.172
C 1.002 2.273 -1.650
C 2.098 1.718 -2.303
C 3.368 1.935 -1.797
C 3.499 2.710 -0.657
N 2.468 3.251 -0.030
C 1.257 3.035 -0.514
H 0.448 3.499 0.034
H 4.470 2.914 -0.224
H 4.236 1.515 -2.282
H 1.969 1.123 -3.195
H -1.136 2.391 -1.426
H -0.529 2.726 -3.059
C -1.778 -3.232 -0.848
C -2.251 -2.690 0.475
C -3.450 -1.993 0.574
C -3.836 -1.436 1.781
C -3.030 -1.572 2.898
C -1.836 -2.269 2.807
C -1.448 -2.824 1.601
H -0.512 -3.358 1.521
H -1.206 -2.377 3.677
H -3.331 -1.136 3.839
H -4.766 -0.892 1.846
H -4.078 -1.875 -0.297
H -1.057 -4.036 -0.685
H -2.615 -3.616 -1.438
H -1.387 -0.291 0.249
H -0.951 1.335 2.038
H 2.414 3.295 4.007
H 3.052 2.940 2.380
```

HOMO level in eV: -8.72
SMILES: COc1ccc(S(=O)(=O)N(CC(=O)NCc2cccnc2)Cc2ccccc2)cc1
ΔE to the lowest compared entry with this formula, charge and spin in kJ/mol: 197.5
HOMO-LUMO gap in eV: 9.40